# 1
{"formula": "CH4N2", "method": "ωB97M-V/def2-TZVPD", "elements": ["C", "H", "H", "H", "H", "N", "N"], "coordinates": [[-0.59908, -0.71857, -0.53772], [1.06947, 1.66231, 0.37780], [0.32925, 0.53055, 1.36531], [-1.00004, -1.12623, -1.45958], [-0.78826, -1.35738, 0.36646], [0.82187, 0.70546, 0.50759], [0.16679, 0.30386, -0.61985]], "e_above_lowest_kj_mol": 224.92, "largest_force_ha_per_bohr": 0.029, "smiles": "C=NN", "homo_ev": -9.18}

---

# 2
{"formula": "C6H13N2S2", "method": "ωB97M-V/def2-TZVPD", "elements": ["S", "S", "C", "C", "C", "H", "H", "H", "H", "H", "H", "H", "H", "C", "C", "C", "N", "N", "H", "H", "H", "H", "H"], "coordinates": [[1.65928, -0.40225, -0.40277], [-1.05207, -1.51348, -0.98966], [3.23386, -0.56883, -1.26555], [-0.68885, -2.81873, 0.19732], [0.60752, -1.23484, -1.62126], [3.21978, -0.05609, -2.24203], [3.49759, -1.62748, -1.42785], [4.01167, -0.10505, -0.63584], [-0.27142, -3.71132, -0.29831], [0.02086, -2.48204, 0.97164], [-1.63670, -3.09906, 0.68682], [0.50194, -0.61317, -2.53111], [1.06819, -2.19556, -1.92166], [-2.19593, 2.72139, 1.72194], [-2.46824, 1.50287, 1.15898], [-0.32144, 1.95973, 0.79778], [-0.86735, 2.97054, 1.48078], [-1.29339, 1.06397, 0.59994], [-2.83501, 3.41708, 2.26572], [-3.39181, 0.92569, 1.11473], [0.71412, 1.88127, 0.46679], [-0.34880, 3.81629, 1.77928], [-1.16388, 0.16908, 0.09427]], "e_above_lowest_kj_mol": 0.00, "charge": 1, "largest_force_ha_per_bohr": 0.023, "homo_ev": -12.22}

---

# 3
{"formula": "C40H38AsN11OPd", "method": "ωB97M-V/def2-TZVPD", "elements": ["Pd", "C", "N", "C", "N", "C", "N", "C", "C", "C", "C", "C", "C", "C", "N", "N", "C", "O", "C", "C", "C", "C", "C", "C", "N", "C", "N", "C", "N", "C", "H", "H", "H", "H", "H", "H", "H", "H", "H", "H", "H", "H", "H", "H", "H", "H", "C", "As", "C", "C", "C", "C", "C", "C", "C", "C", "H", "H", "H", "H", "H", "H", "H", "H", "H", "H", "H", "H", "H", "C", "C", "N", "C", "C", "C", "C", "C", "C", "C", "C", "N", "C", "N", "H", "H", "H", "H", "H", "H", "H", "H", "H"], "coordinates": [[-1.18411, 1.00028, -0.36755], [0.24933, 1.34885, 5.20131], [-0.47150, 1.46170, 3.92610], [-0.00592, 1.59210, 2.68724], [-1.01339, 1.52722, 1.81975], [-2.09716, 1.34761, 2.63022], [-1.80451, 1.29365, 3.90057], [0.70448, -0.06305, 5.46841], [0.20932, -0.78505, 6.54547], [0.64700, -2.08505, 6.77556], [1.56893, -2.67597, 5.92863], [2.06340, -1.95218, 4.84576], [1.63600, -0.65059, 4.62915], [3.03441, -2.53696, 3.92946], [3.61633, -3.68374, 3.94940], [4.43962, -3.72910, 2.83853], [4.29471, -2.60682, 2.22670], [3.41150, -1.79248, 2.85886], [4.89642, -2.11096, 0.99467], [5.85979, -2.84345, 0.30623], [6.39396, -2.32997, -0.86224], [5.96736, -1.10338, -1.35951], [5.00539, -0.37261, -0.67679], [4.50385, 0.95730, -1.19014], [3.05569, 0.91533, -1.41504], [2.05868, 1.07715, -0.55442], [0.89931, 0.85193, -1.16802], [1.28080, 0.54478, -2.43917], [2.57313, 0.56824, -2.61923], [4.48503, -0.87718, 0.50438], [-0.45066, 1.68536, 5.96165], [1.08554, 2.04746, 5.16783], [1.03368, 1.75022, 2.45989], [-3.10814, 1.26048, 2.26961], [-0.51706, -0.33505, 7.21052], [0.26230, -2.63823, 7.62097], [1.91609, -3.68638, 6.09601], [2.05598, -0.09111, 3.80218], [6.18178, -3.79996, 0.69467], [7.14693, -2.89073, -1.39840], [6.38592, -0.72129, -2.28212], [4.94888, 1.21587, -2.14719], [4.70222, 1.76993, -0.49092], [2.19565, 1.39089, 0.46508], [0.59363, 0.34115, -3.24284], [3.75111, -0.31254, 1.06484], [-3.61925, -0.41435, -2.61670], [-2.14573, -0.76202, -1.43029], [-0.94340, -1.92863, -2.37971], [-2.83626, -1.76242, 0.10330], [-3.26585, -3.13696, -0.32443], [-4.55557, -3.35119, -0.80372], [-4.94276, -4.61357, -1.22781], [-4.04323, -5.66923, -1.17817], [-2.75841, -5.46320, -0.69397], [-2.36992, -4.20156, -0.27072], [-4.08088, -1.36599, -2.87992], [-3.25038, 0.06851, -3.51989], [-4.34519, 0.22607, -2.12266], [-1.45204, -2.88241, -2.52214], [-0.03729, -2.07958, -1.79655], [-0.70003, -1.50508, -3.35125], [-3.66895, -1.17475, 0.49307], [-2.04628, -1.78434, 0.85491], [-5.27111, -2.53619, -0.81997], [-5.95057, -4.77627, -1.58497], [-4.34678, -6.65452, -1.50422], [-2.06200, -6.28868, -0.63578], [-1.37043, -4.05058, 0.12266], [-4.56192, 3.65093, -0.94723], [-3.80721, 2.62096, -0.42747], [-2.78141, 2.08921, -1.11299], [-2.48194, 2.58606, -2.31558], [-3.13182, 3.67612, -2.87316], [-4.21906, 4.19125, -2.17944], [-2.66034, 4.23562, -4.15159], [-1.39339, 4.44854, -4.51559], [-0.15490, 4.26257, -3.73114], [1.07078, 4.19795, -4.38450], [2.19509, 3.97443, -3.60505], [2.13244, 3.86193, -2.28036], [0.92280, 3.99783, -1.74857], [-0.21806, 4.17426, -2.39551], [-5.38980, 4.04559, -0.37601], [-4.00661, 2.20952, 0.55124], [-1.65447, 2.12880, -2.83776], [-4.77721, 5.02677, -2.58244], [-3.43641, 4.49467, -4.86346], [-1.22903, 4.82155, -5.51991], [1.14632, 4.30324, -5.45771], [3.17521, 3.88147, -4.05781], [0.86154, 3.95400, -0.66510]], "e_above_lowest_kj_mol": 115.48, "charge": 2, "largest_force_ha_per_bohr": 0.019, "homo_ev": -12.71}

---

# 4
{"formula": "C18H48BF4N2O7", "method": "ωB97M-V/def2-TZVPD", "elements": ["B", "F", "F", "F", "F", "C", "C", "N", "H", "H", "H", "C", "C", "N", "H", "H", "H", "C", "C", "O", "H", "H", "H", "H", "H", "H", "C", "C", "O", "H", "H", "H", "H", "H", "H", "C", "C", "O", "H", "H", "H", "H", "H", "H", "C", "C", "O", "H", "H", "H", "H", "H", "H", "C", "C", "O", "H", "H", "H", "H", "H", "H", "C", "C", "O", "H", "H", "H", "H", "H", "H", "C", "C", "O", "H", "H", "H", "H", "H", "H"], "coordinates": [[0.22808, 0.87903, -0.03084], [0.19469, 1.63975, -1.21444], [1.09829, 1.26272, 0.80618], [-1.04933, 0.90401, 0.62140], [0.48525, -0.46111, -0.31877], [-1.49943, 2.63845, -4.08236], [-2.04635, 3.78202, -4.84063], [-2.42092, 4.79751, -5.38638], [-2.33392, 2.03813, -3.91461], [-0.76077, 1.93166, -4.60350], [-0.97834, 2.84828, -3.30752], [0.30336, 0.86553, 3.97006], [1.32825, 0.21858, 5.04792], [2.04728, -0.23598, 5.81864], [-0.72150, 0.45542, 4.04156], [0.18801, 1.85011, 4.16363], [0.68306, 0.82760, 2.92652], [2.36644, -1.94681, -4.43850], [2.43796, -0.91758, -3.33319], [1.24330, -0.12672, -3.45659], [3.20233, -2.59049, -4.44911], [2.42832, -1.32506, -5.29618], [1.28747, -2.53101, -4.48377], [3.33323, -0.20828, -3.45289], [2.72885, -1.46978, -2.46359], [1.15889, 0.55108, -2.71750], [-0.04661, -5.13730, -1.16807], [0.42332, -3.65963, -1.40952], [-0.68388, -2.74442, -1.42196], [-0.57517, -5.44109, -0.33416], [0.67310, -5.92901, -1.39959], [-0.82203, -5.33338, -1.96549], [0.84694, -3.44709, -2.34263], [1.37178, -3.24901, -0.80592], [-0.44506, -1.91794, -1.07498], [-2.13734, 4.82445, 1.99723], [-0.82316, 4.16158, 1.55965], [-0.73646, 4.09586, 0.12346], [-2.93766, 4.01898, 1.97355], [-2.37931, 5.72261, 1.37475], [-2.32806, 4.96720, 3.04341], [-0.79382, 3.27480, 1.97878], [-0.10774, 4.97662, 1.96582], [0.25504, 3.55202, -0.02797], [2.43523, -4.07572, 2.35694], [1.62725, -2.65562, 2.28362], [2.00650, -1.97792, 1.21587], [2.12347, -4.67150, 2.97427], [3.59547, -3.91102, 2.54289], [2.31418, -4.66583, 1.51093], [1.68127, -2.28200, 3.17223], [0.58010, -2.82761, 2.12049], [1.24921, -1.45486, 0.83673], [-5.10473, 0.59501, -1.69903], [-3.72715, 0.57163, -0.99360], [-3.67747, 1.58233, -0.09873], [-5.82028, 0.54836, -1.08148], [-5.34852, -0.35825, -2.53361], [-5.32359, 1.52617, -2.19842], [-2.80102, 0.83737, -1.60486], [-3.40231, -0.32029, -0.56743], [-2.64463, 1.61864, 0.11025], [5.45615, 2.19459, -0.71331], [4.01997, 1.64378, -0.68802], [3.63323, 1.50371, 0.59983], [6.07179, 1.49361, -0.34068], [5.56902, 3.05791, -0.37237], [5.72622, 1.98991, -1.84720], [4.09207, 0.58843, -1.14701], [3.38375, 2.34313, -1.21845], [2.65735, 1.26313, 0.60112], [-2.42201, -1.83887, 3.95136], [-3.14583, -1.31481, 2.78654], [-2.84999, 0.10690, 2.66897], [-1.28504, -1.60298, 3.86953], [-2.47851, -2.93777, 4.19874], [-2.75459, -1.41511, 4.85928], [-4.25904, -1.80282, 2.90091], [-2.73352, -1.77410, 1.94612], [-2.13039, 0.01014, 1.92571]], "e_above_lowest_kj_mol": 173.43, "charge": -1, "largest_force_ha_per_bohr": 0.210, "homo_ev": -6.93}

---

# 5
{"formula": "C35H61F10N4O13P", "method": "ωB97M-V/def2-TZVPD", "elements": ["C", "C", "N", "C", "C", "C", "C", "F", "F", "F", "C", "C", "F", "F", "C", "F", "F", "C", "F", "F", "F", "C", "N", "C", "N", "C", "P", "O", "O", "O", "C", "N", "C", "H", "H", "H", "H", "H", "H", "H", "H", "H", "H", "H", "C", "O", "C", "C", "O", "C", "H", "H", "H", "H", "H", "H", "H", "H", "H", "H", "C", "O", "C", "C", "O", "C", "H", "H", "H", "H", "H", "H", "H", "H", "H", "H", "C", "O", "C", "C", "O", "C", "H", "H", "H", "H", "H", "H", "H", "H", "H", "H", "C", "O", "C", "C", "O", "C", "H", "H", "H", "H", "H", "H", "H", "H", "H", "H", "C", "O", "C", "C", "O", "C", "H", "H", "H", "H", "H", "H", "H", "H", "H", "H"], "coordinates": [[-1.43129, -3.77343, -5.60905], [-0.52434, -2.57858, -5.57679], [-1.04174, -1.43272, -5.71794], [0.95342, -2.86979, -5.33261], [1.55526, -1.96318, -4.29350], [2.31637, -0.84193, -4.53821], [2.61428, -0.39572, -5.96360], [1.73391, -0.83114, -6.87133], [2.57864, 0.93387, -6.06506], [3.81006, -0.82649, -6.36660], [2.86811, -0.08568, -3.42488], [3.78130, 1.12870, -3.64895], [4.69311, 1.24259, -2.67025], [4.52450, 0.96864, -4.76142], [3.02858, 2.52055, -3.72963], [3.57995, 3.36478, -2.84287], [3.16613, 3.07595, -4.93611], [1.51251, 2.51503, -3.39041], [0.80820, 1.73196, -4.19363], [1.05793, 3.76693, -3.53258], [1.30197, 2.15330, -2.13238], [2.55800, -0.44782, -2.13547], [2.97211, 0.31713, -0.99934], [1.74821, -1.59809, -1.88743], [1.46151, -1.91186, -0.59514], [0.66885, -2.93901, -0.44405], [0.09952, -3.33468, 1.22907], [-1.29455, -2.91060, 1.40877], [0.23334, -4.91049, 1.32507], [1.10793, -2.77209, 2.30236], [0.16891, -3.70225, -1.51232], [0.46537, -3.43042, -2.74981], [1.26585, -2.34579, -2.95181], [-2.22037, -3.64154, -6.33438], [-1.82702, -3.93629, -4.61095], [-0.84658, -4.65930, -5.84557], [-0.32629, -0.70928, -5.64547], [1.00321, -3.88690, -4.96949], [1.52946, -2.87450, -6.24514], [3.38913, -0.30290, -0.31657], [2.13406, 0.67978, -0.55606], [-0.63840, -5.28525, 1.49953], [0.91308, -1.82528, 2.38735], [-0.49701, -4.52701, -1.31086], [-2.83953, 7.19738, -4.05450], [-3.21062, 6.69578, -2.78319], [-4.36986, 5.87804, -2.81726], [-4.01984, 4.40785, -2.76436], [-3.33362, 3.98862, -3.93299], [-1.93490, 3.86569, -3.74806], [-1.84808, 7.63688, -3.95887], [-2.80340, 6.40508, -4.80587], [-3.53909, 7.97498, -4.38016], [-4.96746, 6.09271, -3.70817], [-4.97092, 6.13014, -1.93770], [-4.94601, 3.82682, -2.70495], [-3.42760, 4.19175, -1.86995], [-1.70788, 2.98587, -3.13442], [-1.50919, 4.75458, -3.27755], [-1.48049, 3.73475, -4.72838], [-2.97642, -0.60690, -3.59404], [-3.35620, -1.80446, -2.93574], [-2.76396, -1.95740, -1.65613], [-3.71991, -1.63730, -0.52827], [-4.06909, -0.25861, -0.50467], [-5.34791, 0.00557, -1.05034], [-3.62363, -0.48670, -4.46046], [-3.09084, 0.26373, -2.94270], [-1.93917, -0.67209, -3.94152], [-1.86181, -1.33971, -1.57462], [-2.46559, -3.00784, -1.56472], [-3.22287, -1.86638, 0.41651], [-4.61511, -2.26243, -0.60225], [-6.13486, -0.34107, -0.37135], [-5.47666, -0.47012, -2.02571], [-5.44012, 1.08416, -1.17020], [3.54954, -10.35530, 0.75635], [3.02732, -9.27074, 1.50281], [3.61128, -8.02209, 1.16514], [2.70818, -7.20852, 0.26632], [2.55384, -7.81077, -1.01143], [1.32448, -8.49516, -1.16169], [2.91254, -11.21891, 0.93984], [3.55557, -10.14200, -0.31521], [4.56702, -10.59322, 1.08447], [4.58735, -8.16723, 0.69278], [3.76537, -7.47283, 2.09926], [3.16317, -6.22511, 0.10696], [1.73567, -7.05478, 0.74015], [0.49554, -7.78279, -1.25098], [1.13234, -9.16930, -0.32359], [1.38140, -9.07990, -2.07829], [0.69149, 0.52639, 4.64940], [0.13387, 1.23259, 3.55580], [-1.25674, 0.97224, 3.36734], [-2.11901, 2.09707, 3.88874], [-2.03577, 2.20778, 5.30087], [-1.19156, 3.26125, 5.73401], [1.68241, 0.93310, 4.84478], [0.08408, 0.63007, 5.55096], [0.79058, -0.53906, 4.40506], [-1.53283, 0.02391, 3.83756], [-1.41941, 0.87602, 2.28903], [-3.16222, 1.88248, 3.63815], [-1.84296, 3.04095, 3.40916], [-1.66940, 4.23091, 5.55354], [-0.22248, 3.23580, 5.22909], [-1.03061, 3.14616, 6.80360], [2.99587, 5.74972, 10.20154], [2.56257, 6.76183, 9.31089], [2.45653, 6.32088, 7.96630], [1.02192, 6.03919, 7.58052], [0.49269, 4.93036, 8.29303], [-0.35126, 5.31045, 9.36624], [2.85592, 6.12077, 11.21542], [2.41856, 4.83016, 10.07920], [4.05896, 5.53360, 10.05004], [3.07429, 5.43304, 7.80178], [2.84161, 7.12360, 7.32970], [0.98738, 5.78758, 6.51526], [0.40449, 6.92836, 7.73710], [-1.30634, 5.69061, 8.98768], [0.11625, 6.06996, 9.99688], [-0.54204, 4.42227, 9.96650]], "largest_force_ha_per_bohr": 0.023, "smiles": "[H]/N=C(/C)Cc1c(C(F)(F)F)c(C(F)(F)C(F)(F)C(F)(F)F)c(N)c2nc(P(=O)(O)O)cnc12.COCCOC.COCCOC.COCCOC.COCCOC.COCCOC", "homo_ev": -8.98}